Record 1
Formula: C50H41BrN8O4Rb
Source: OMol25
Level of theory: ωB97M-V/def2-TZVPD

- lowest unoccupied orbital energy (eV) = 1.956
- HOMO-LUMO gap (eV) = 5.6
- net charge = -1
- E_HOMO (eV) = -3.6807
- relative energy (zero: lowest compared OMol25 entry of this formula, charge and spin) (kcal/mol) = 9.6

Each line ends with the Mulliken charge.
Atoms and positions in Å:
Rb -0.637 -0.337 -1.006  0.812
C -2.947 -1.441 5.349  -1.470
C -2.133 -0.820 4.252  0.311
C -0.756 -0.970 4.193  -1.194
C -0.031 -0.352 3.199  -0.612
C -0.603 0.458 2.205  -1.412
N 0.232 0.937 1.229  0.787
C 0.745 2.150 1.198  0.524
C 0.398 3.166 2.130  -0.851
C 1.012 4.391 2.158  -1.123
C 2.034 4.717 1.272  0.763
C 2.696 6.061 1.323  -1.850
C 2.392 3.762 0.337  -0.345
C 1.776 2.521 0.275  0.071
N 2.277 1.634 -0.718  1.218
C 3.572 1.299 -0.895  -0.053
C 3.653 0.576 -2.059  -1.490
C 2.338 0.534 -2.532  -0.252
N 1.522 1.180 -1.718  -0.819
C -2.009 0.585 2.268  0.869
C -2.738 -0.059 3.261  -0.384
N -2.742 1.370 1.347  1.096
C -3.951 1.941 1.559  -0.441
C -4.318 2.561 0.395  -0.978
C -3.250 2.315 -0.483  -0.816
N -2.306 1.608 0.106  0.140
H -2.304 -1.981 6.046  0.405
H -3.491 -0.677 5.917  0.303
H -3.687 -2.141 4.949  0.223
H -0.245 -1.566 4.944  0.366
H 1.040 -0.478 3.158  0.799
H -0.368 2.924 2.859  0.475
H 0.710 5.122 2.910  0.307
H 2.786 6.420 2.357  0.377
H 3.702 6.037 0.887  0.359
H 2.124 6.818 0.763  0.337
H 3.177 3.986 -0.387  0.384
H 4.333 1.608 -0.196  0.490
H 4.535 0.143 -2.512  0.458
H 1.951 0.065 -3.429  0.474
H -3.820 0.030 3.264  0.266
H -4.454 1.888 2.512  0.534
H -5.229 3.113 0.207  0.400
H -3.122 2.616 -1.517  0.392
C -0.455 -2.553 -5.578  -0.420
O 0.747 -3.103 -5.019  -0.516
C 0.818 -2.606 -3.751  -0.597
N -0.108 -1.858 -3.355  0.408
C -1.111 -1.789 -4.402  -0.430
C -1.564 -0.410 -4.810  0.045
C -2.639 -0.318 -5.678  -0.122
C -3.088 0.915 -6.115  -0.706
C -2.458 2.073 -5.684  -0.465
C -1.388 1.984 -4.808  -0.848
C -0.937 0.746 -4.379  0.205
C 1.985 -3.068 -2.965  0.941
C 2.833 -3.997 -3.558  -0.893
C 3.917 -4.461 -2.837  -0.573
C 4.112 -3.966 -1.569  -0.927
C 3.198 -3.042 -1.052  0.776
N 2.144 -2.599 -1.727  0.253
C 3.440 -2.619 0.348  -0.135
N 2.658 -2.074 1.163  -0.171
C 3.311 -2.083 2.469  0.160
C 4.744 -2.606 2.162  -0.681
O 4.676 -3.010 0.800  -0.468
C 3.402 -0.769 3.193  -0.916
C 3.625 -0.787 4.563  -0.537
C 3.779 0.402 5.261  -0.770
C 3.727 1.608 4.583  -0.666
C 3.534 1.626 3.209  -0.261
C 3.371 0.438 2.513  0.969
H -1.054 -3.370 -5.963  0.296
H -0.182 -1.892 -6.396  0.360
H -1.994 -2.297 -4.021  0.504
H -3.158 -1.218 -5.997  0.381
H -3.942 0.973 -6.778  0.369
H -2.818 3.042 -6.014  0.376
H -0.903 2.889 -4.450  0.452
H -0.106 0.698 -3.681  0.249
H 2.628 -4.332 -4.562  0.469
H 4.595 -5.198 -3.256  0.408
H 4.942 -4.288 -0.961  0.465
H 2.761 -2.785 3.092  0.772
H 5.043 -3.466 2.762  0.286
H 5.486 -1.818 2.266  0.415
H 3.653 -1.738 5.090  0.450
H 3.941 0.384 6.332  0.392
H 3.836 2.540 5.126  0.416
H 3.492 2.573 2.670  0.297
H 3.169 0.439 1.451  0.078
Br -6.527 -2.291 3.147  -0.225
C -5.714 -1.687 1.529  0.040
C -4.423 -2.086 1.243  -0.663
C -3.860 -1.677 0.046  0.306
C -4.579 -0.909 -0.860  0.113
C -5.865 -0.503 -0.532  -0.346
C -6.444 -0.879 0.672  -0.615
C -3.986 -0.619 -2.250  -0.610
O -4.795 -0.385 -3.155  -0.792
O -2.741 -0.714 -2.317  -0.094
H -3.869 -2.712 1.931  0.444
H -2.856 -1.990 -0.212  0.584
H -6.410 0.104 -1.242  0.496
H -7.452 -0.578 0.935  0.424

Record 2
Formula: C4H27NO9
Source: OMol25
Level of theory: ωB97M-V/def2-TZVPD

- lowest unoccupied orbital energy (eV) = 0.103
- SMILES = COC[C@H](C)N.O.O.O.O.O.O.O.O
- HOMO-LUMO gap (eV) = 9.0
- net charge = 0
- E_HOMO (eV) = -8.9422
- relative energy (zero: lowest compared OMol25 entry of this formula, charge and spin) (kcal/mol) = 80.0

Each line ends with the Mulliken charge.
Atoms and positions in Å:
C -2.531 -1.798 1.693  -0.814
O -1.171 -1.903 1.496  -0.302
C -0.669 -3.076 0.904  -0.760
C 0.823 -2.939 0.536  0.784
C 1.580 -4.034 -0.260  -1.408
N 1.644 -2.727 1.705  -0.761
H -2.730 -1.430 2.699  0.269
H -3.083 -2.738 1.682  0.355
H -2.849 -1.177 0.855  0.279
H -0.928 -3.942 1.513  0.386
H -1.216 -3.193 -0.032  0.367
H 0.974 -1.979 0.041  0.055
H 2.532 -3.609 -0.580  0.361
H 0.935 -4.355 -1.078  0.344
H 1.745 -4.883 0.404  0.374
H 2.636 -2.601 1.564  0.238
H 1.370 -1.929 2.259  0.227
O -2.068 2.716 -4.386  -0.638
H -2.706 3.131 -3.805  0.329
H -1.674 2.024 -3.856  0.306
O -0.415 1.320 -0.610  -0.600
H -0.591 1.140 0.313  0.309
H -0.296 0.456 -1.004  0.296
O 3.482 1.572 3.377  -0.622
H 4.245 1.180 3.802  0.310
H 3.552 1.302 2.462  0.311
O -5.021 2.655 -1.368  -0.627
H -5.795 2.153 -1.623  0.323
H -4.382 1.994 -1.103  0.304
O 0.352 5.496 -0.380  -0.632
H 1.229 5.540 -0.760  0.310
H 0.005 4.654 -0.675  0.320
O -0.537 -1.462 -4.573  -0.620
H 0.266 -1.591 -5.077  0.311
H -1.221 -1.874 -5.100  0.313
O 4.177 1.595 -0.736  -0.612
H 4.881 2.014 -1.231  0.312
H 3.461 1.507 -1.365  0.309
O -0.305 3.350 4.112  -0.639
H 0.627 3.136 4.065  0.315
H -0.332 4.307 4.121  0.316

Record 3
Formula: C20H56As3F18N4O4
Source: OMol25
Level of theory: ωB97M-V/def2-TZVPD

- lowest unoccupied orbital energy (eV) = -3.270
- HOMO-LUMO gap (eV) = 7.6
- net charge = +1
- E_HOMO (eV) = -10.8371

Each line ends with the Mulliken charge.
Atoms and positions in Å:
C -8.847 4.020 -2.113  -1.138
C -8.669 3.443 -0.687  -0.489
N -7.665 2.243 -0.627  -0.122
C -8.085 1.177 -1.673  -0.983
C -6.226 2.719 -0.951  -0.489
C -5.555 3.648 0.063  -1.182
C -7.755 1.617 0.804  -0.801
C -6.720 0.432 1.011  -0.587
O -7.448 -0.774 1.441  -0.376
C -6.797 -2.016 1.230  -0.785
H -9.253 3.225 -2.738  0.321
H -7.964 4.378 -2.641  0.338
H -9.611 4.788 -2.233  0.401
H -9.648 3.075 -0.379  0.384
H -8.381 4.136 0.103  0.463
H -7.482 0.276 -1.561  0.363
H -7.982 1.350 -2.745  0.381
H -9.162 1.039 -1.570  0.489
H -6.432 3.286 -1.859  0.447
H -5.600 1.850 -1.157  0.625
H -5.395 3.034 0.950  0.245
H -6.055 4.614 0.136  0.327
H -4.624 4.025 -0.358  0.422
H -8.712 1.361 1.258  0.518
H -7.470 2.516 1.352  0.512
H -5.983 0.771 1.739  0.342
H -6.062 0.236 0.164  0.432
H -7.677 -2.654 1.315  0.295
H -6.205 -2.483 2.018  0.310
H -6.388 -2.200 0.237  0.334
C 7.021 0.787 -2.807  -1.468
C 6.538 1.475 -4.075  0.386
C 7.341 1.194 -5.326  -0.675
O 6.626 1.945 -6.426  -0.361
C 7.028 3.254 -6.811  -0.631
N 5.126 1.081 -4.311  -0.246
H 4.593 1.761 -4.833  0.362
H 4.987 0.205 -4.795  0.350
H 4.522 1.156 -3.506  0.380
H 7.268 -0.244 -3.058  0.353
H 6.424 0.751 -1.896  0.422
H 7.964 1.276 -2.560  0.350
H 6.588 2.545 -3.873  0.185
H 7.494 0.154 -5.616  0.358
H 8.393 1.477 -5.290  0.405
H 6.310 3.633 -7.538  0.261
H 8.027 3.214 -7.245  0.276
H 7.002 3.846 -5.897  0.294
C 2.872 -0.143 5.967  -1.442
C 1.387 0.046 6.478  0.455
C 1.276 0.668 7.893  -1.006
O 0.062 0.586 8.561  -0.373
C 0.026 0.942 9.910  -0.715
N 0.763 1.141 5.603  -0.319
H 1.493 1.785 5.334  0.351
H 0.391 0.767 4.742  0.335
H 0.020 1.599 6.111  0.337
H 2.883 -0.448 4.921  0.453
H 3.442 -0.979 6.374  0.383
H 3.578 0.685 6.025  0.420
H 0.789 -0.861 6.386  0.313
H 1.487 1.737 7.848  0.406
H 2.065 0.261 8.525  0.508
H -0.988 0.926 10.308  0.266
H 0.165 1.995 10.153  0.311
H 0.816 0.356 10.380  0.318
C 3.587 -7.218 1.097  -1.440
C 2.830 -8.307 0.329  0.257
C 3.430 -9.652 0.517  -0.815
O 2.638 -10.773 0.031  -0.341
C 3.438 -11.925 0.198  -0.769
N 1.343 -8.327 0.762  -0.262
H 0.835 -9.056 0.282  0.359
H 1.296 -8.509 1.755  0.357
H 0.911 -7.439 0.550  0.380
H 4.632 -6.970 0.914  0.406
H 3.647 -7.293 2.182  0.408
H 3.094 -6.272 0.871  0.419
H 2.880 -8.165 -0.751  0.278
H 3.682 -9.765 1.571  0.410
H 4.348 -9.545 -0.062  0.418
H 2.930 -12.747 -0.306  0.286
H 3.664 -12.258 1.211  0.321
H 4.430 -11.835 -0.244  0.329
As -0.334 -1.335 -0.844  2.026
F -1.177 0.073 -0.177  -0.492
F 1.193 -0.441 -0.577  -0.501
F 0.499 -2.857 -1.334  -0.516
F -1.931 -2.170 -1.227  -0.529
F -0.320 -0.679 -2.538  -0.491
F -0.278 -1.949 0.813  -0.500
As 0.622 5.641 -6.931  1.978
F 0.451 6.445 -5.339  -0.473
F 2.324 6.208 -7.066  -0.491
F 0.893 4.591 -8.430  -0.511
F -1.126 5.098 -6.907  -0.505
F -0.044 7.151 -7.715  -0.497
F 1.184 4.167 -6.085  -0.499
As 3.226 6.055 1.024  1.990
F 4.849 6.903 0.929  -0.522
F 2.328 7.288 0.050  -0.497
F 1.662 5.182 1.176  -0.520
F 3.944 4.859 2.066  -0.490
F 2.823 7.037 2.400  -0.472
F 3.675 5.080 -0.377  -0.491

Record 4
Formula: C5H6LiO4Yb
Source: OMol25
Level of theory: ωB97M-V/def2-TZVPD

- lowest unoccupied orbital energy (alpha / beta) (eV) = -8.039 / -8.040
- HOMO-LUMO gap (alpha / beta) (eV) = 4.7 / 8.1
- net charge = +2
- E_HOMO (alpha / beta) (eV) = -12.7280 / -16.1032
- relative energy (zero: lowest compared OMol25 entry of this formula, charge and spin) (kcal/mol) = 0.7
- spin multiplicity = 2

Each line ends with the Mulliken spin population.
Atoms and positions in Å:
O 3.090 -1.581 -0.137  -0.020
C 2.343 -0.654 -0.339  -0.020
O 2.439 0.563 -0.383  -0.155
O 0.921 -1.153 -0.475  0.009
C -0.023 -0.335 -0.630  -0.008
C -1.410 -0.755 -0.555  0.000
Li 4.846 -2.002 0.283  0.021
H 0.240 0.721 -0.795  0.004
H -1.494 -1.846 -0.494  0.000
H -1.832 -0.424 -1.526  0.000
Yb 3.799 2.517 0.401  1.168
C -2.215 -0.001 0.612  -0.001
C -1.901 1.465 0.677  0.002
O -1.171 1.953 1.510  0.000
H -2.013 -0.463 1.586  0.000
H -2.326 2.097 -0.134  0.000
H -3.292 -0.100 0.400  0.000

Record 5
Formula: C3H8O3S
Source: OMol25
Level of theory: ωB97M-V/def2-TZVPD

- lowest unoccupied orbital energy (alpha / beta) (eV) = 0.654 / -3.969
- HOMO-LUMO gap (alpha / beta) (eV) = 6.5 / 7.0
- net charge = 0
- E_HOMO (alpha / beta) (eV) = -5.8286 / -10.9666
- relative energy (zero: lowest compared OMol25 entry of this formula, charge and spin) (kcal/mol) = 38.7
- spin multiplicity = 3

Each line ends with the Mulliken spin population.
Atoms and positions in Å:
C -1.963 0.359 0.355  0.047
C 0.392 0.613 -0.118  0.521
C -0.612 -0.423 0.243  0.017
O 3.154 1.113 -0.064  0.229
O 2.450 -1.090 0.760  0.377
O -0.545 -1.399 -0.783  0.008
S 2.295 -0.034 -0.240  0.399
H -2.821 -0.205 0.638  0.008
H -2.160 0.964 -0.634  -0.001
H -1.740 1.053 1.095  -0.016
H 0.083 1.048 -1.105  0.007
H 0.428 1.343 0.710  -0.005
H -0.356 -0.865 1.201  0.006
H -1.482 -1.755 -0.758  0.000
H 2.878 -0.721 -1.300  0.404